# C4H3NO

2 unconnected molecules or ions with the total composition C4H3NO (ωB97M-V/def2-TZVPD, the OMol25 dataset).

Each line ends with the Mulliken charge.
Positions of all 9 atoms, in Å:
C: 0.25243 -0.34451 -0.74459  -0.04
H: -0.31333 0.44458 -1.16990  0.50
O: -0.66300 1.69346 1.43368  -0.34
H: -2.11830 0.55137 0.53055  0.34
C: -1.13272 0.76650 0.85882  0.00
C: 1.52317 -0.66498 -0.20064  -0.06
C: 0.31290 -1.78358 -0.66491  -0.32
H: 1.83710 -0.29078 0.82275  0.19
N: 1.64367 -1.92337 -0.81345  -0.26

Atomic forces in eV per Å
C 0.138 0.970 1.398
H -0.110 0.073 -0.641
O -1.001 -1.298 -0.619
H -1.621 -0.091 -0.093
C 3.073 0.913 0.369
C -0.230 1.388 0.442
C -0.820 -1.060 -0.681
H 0.110 -0.960 -1.240
N 0.461 0.065 1.064

Results
Multiplicity: 1
Maximum force: 3.23 eV Å⁻¹
Kohn-Sham gap (alpha / beta): 7.849 / 8.248 eV
HOMO energy (alpha / beta): -8.5 / -8.6 eV



# C30H43N4NiOP3S

A molecular structure, C30H43N4NiOP3S (ωB97M-V/def2-TZVPD, the OMol25 dataset).

Each line ends with the Mulliken charge.
Positions of all 83 atoms, in Å:
H: -3.67330 -0.04662 3.10823  0.50
C: -3.98044 -1.03359 -1.51893  -1.05
N: -0.44872 0.76079 -1.38064  -0.35
H: 4.37730 4.40945 -1.08296  0.36
C: 3.30345 -3.58757 1.71874  -0.42
H: -4.48363 1.90244 0.93376  0.37
H: -0.28194 -2.90645 2.66422  0.35
N: 3.11791 3.00760 -0.22038  -0.20
C: -5.12927 -0.25732 -1.58422  -0.88
C: -3.17314 0.31007 0.31731  0.11
H: -2.56040 -1.41047 2.91452  0.27
H: -1.96068 -2.91145 -2.54665  0.53
H: 4.11232 -0.84191 0.88548  0.48
C: -2.47473 2.59805 -4.99081  -0.61
H: 3.45798 1.11190 5.37456  0.46
N: 2.79139 0.91167 -1.09928  -0.25
H: -2.94882 2.51523 2.51370  0.60
P: 1.41721 -1.50917 1.72082  1.79
Ni: 0.01860 -0.23667 0.34088  0.19
H: -4.03246 4.55212 -2.90107  0.40
H: 5.18005 2.88092 -0.68770  0.34
S: 1.19617 1.64222 0.91907  -0.68
H: -4.06136 2.77361 -2.94785  0.30
H: 4.08120 3.00477 -2.08859  0.33
P: -1.88222 0.52600 1.58203  1.76
C: -2.62376 -0.32922 3.01796  -1.46
C: -0.86894 1.59352 -2.06770  0.12
H: 2.27464 0.04794 -1.11037  -0.14
H: -3.86240 -1.85363 -2.21593  0.38
H: -0.12908 -1.41356 3.60557  0.27
C: 4.78535 0.89603 3.70707  -0.59
C: -1.96890 2.26132 2.10910  -1.63
C: -1.96603 -3.25745 0.38271  -1.27
C: -3.45510 3.66534 -3.15682  -0.63
N: -1.33986 2.51704 -2.84859  0.10
H: -6.19793 1.40579 -0.75467  0.48
H: -5.88996 -0.48429 -2.31921  0.46
H: 1.88645 -5.23548 -1.47202  0.46
H: -2.38606 3.44568 -1.28608  0.07
H: 0.94780 -3.10884 -0.65177  -0.68
C: 2.75034 -0.60285 2.53855  0.37
C: 3.84412 -4.77433 1.24960  -0.80
C: -2.17536 3.62153 -2.34050  -0.07
C: 1.74547 -3.58759 -0.10416  0.39
H: 4.66657 -5.23508 1.77992  0.44
H: -1.04574 -1.40741 -2.82368  0.28
C: -1.12300 2.49347 -4.30884  -0.53
H: -1.18356 -4.01490 0.33089  0.37
C: -1.14903 -2.28088 -2.18408  -1.39
C: -2.99319 -0.75087 -0.57927  0.97
C: 2.45008 1.85889 -0.22667  1.10
H: 1.65558 -0.19659 4.35144  0.30
C: 0.42517 -2.19125 3.08365  -1.60
H: 1.07295 -2.71121 3.79026  0.59
H: -2.34810 2.70184 -6.06671  0.38
H: -1.61632 4.55311 -2.44735  0.28
C: -4.32826 1.08073 0.24512  -0.53
C: 4.96487 0.34669 2.44251  -0.82
H: -3.07035 1.69790 -4.78891  0.30
C: 2.24157 -2.98139 1.04497  0.22
H: 2.87430 3.64623 0.52031  0.25
H: 3.71008 -3.13651 2.61515  0.46
H: -2.10904 -0.04072 3.93544  0.44
C: 3.59409 0.69498 4.38582  -0.74
H: -0.60075 1.57680 -4.57771  0.41
P: -1.46078 -1.74321 -0.48118  1.09
C: -5.30030 0.80349 -0.70662  -0.97
C: 2.28053 -4.77767 -0.57401  -0.61
H: 3.59160 0.99935 -1.70259  0.25
H: -0.50101 3.35121 -4.57310  0.30
H: -0.22775 -2.85881 -2.22843  0.41
H: 3.75467 -6.30190 -0.25399  0.42
C: 2.57802 -0.05177 3.80369  -0.54
O: -3.16431 3.74456 -4.53650  -0.38
C: 4.25970 3.32998 -1.06405  -1.07
H: -1.72329 2.92604 1.28143  0.32
H: 5.90191 0.48601 1.91921  0.48
H: -1.22399 2.41783 2.89087  0.46
H: -2.18089 -3.05074 1.42917  0.28
C: 3.95214 -0.39689 1.86095  -0.52
H: 5.58142 1.46617 4.16687  0.43
H: -2.87043 -3.64583 -0.08777  0.51
C: 3.33157 -5.37420 0.10683  -0.57

Atomic forces in eV per Å
H 0.006 0.008 0.019
C 0.015 0.013 -0.022
N 0.038 -0.085 0.195
H 0.026 -0.004 0.018
C -0.027 -0.013 0.098
H 0.006 -0.013 0.012
H 0.014 0.000 0.022
N -0.040 -0.049 0.071
C 0.014 -0.005 0.003
C 0.005 -0.129 0.006
H -0.017 -0.006 -0.024
H 0.006 0.005 -0.006
H -0.018 -0.011 0.006
C -0.044 0.010 -0.031
H -0.013 -0.006 0.003
N -0.044 -0.021 -0.057
H -0.001 0.003 -0.012
P -0.259 -0.120 -0.469
Ni 0.275 0.217 0.099
H -0.001 -0.004 0.001
H -0.006 -0.031 -0.013
S -0.182 0.079 0.024
H 0.011 -0.011 0.010
H -0.007 0.028 -0.013
P -0.035 -0.002 -0.046
C -0.005 0.037 0.058
C -0.019 -0.050 -0.137
H -0.034 0.015 0.021
H -0.013 -0.004 0.011
H 0.013 0.024 -0.023
C 0.017 0.004 -0.014
C 0.005 0.053 -0.017
C 0.034 -0.065 -0.029
C -0.046 0.039 -0.029
N 0.039 -0.012 -0.035
H 0.006 0.010 0.004
H -0.003 0.006 0.002
H -0.005 0.003 0.002
H -0.008 0.011 -0.002
H -0.033 0.039 0.009
C 0.042 0.036 0.017
C -0.003 0.014 0.004
C 0.036 -0.075 0.042
C 0.068 0.064 -0.068
H 0.000 0.004 0.006
H -0.015 0.003 -0.008
C 0.010 0.019 0.072
H 0.038 0.016 -0.013
C -0.001 -0.077 -0.022
C -0.049 -0.051 -0.046
C 0.153 -0.106 0.081
H 0.004 -0.012 -0.001
C 0.045 -0.072 0.055
H -0.016 -0.008 0.002
H -0.004 0.015 0.004
H -0.019 0.010 -0.010
C -0.017 0.042 0.009
C -0.029 0.025 0.023
H 0.019 -0.018 -0.004
C -0.019 -0.078 0.036
H -0.008 0.037 -0.040
H 0.001 0.009 0.007
H 0.042 0.002 -0.019
C 0.008 -0.003 -0.004
H -0.021 -0.010 -0.006
P 0.073 0.302 0.257
C 0.000 -0.012 -0.016
C 0.044 -0.031 0.000
H 0.004 0.021 -0.004
H 0.000 -0.010 -0.020
H -0.019 -0.007 -0.047
H 0.002 0.001 -0.002
C -0.003 0.020 0.018
O 0.020 -0.009 0.013
C -0.020 -0.005 0.011
H -0.004 -0.009 -0.011
H 0.010 -0.015 0.003
H -0.004 0.004 0.000
H -0.044 0.028 -0.009
C 0.031 -0.027 -0.022
H -0.005 0.006 0.003
H 0.012 -0.028 0.010
C -0.029 0.020 -0.018

Results
Multiplicity: 1
Maximum force: 0.55 eV Å⁻¹
Total charge: +2
Kohn-Sham gap (alpha / beta): 7.616 / 7.779 eV
HOMO energy (alpha / beta): -13.3 / -13.4 eV



# C4H9NO

A single C4H9NO molecule (ωB97M-V/def2-TZVPD, the OMol25 dataset).

Each line ends with the Mulliken charge.
Positions of all 15 atoms, in Å:
H: 1.26139 -0.26389 -1.19655  0.14
C: 0.15995 -0.04705 -1.71832  0.17
C: 0.76400 -0.79961 1.01122  -0.74
H: 1.63986 -1.17008 0.30445  0.27
H: 1.20850 -0.63670 1.99980  0.31
H: -1.79971 -0.28194 0.28311  0.34
H: 0.20826 0.32996 -2.78853  0.36
C: -1.36296 0.53065 0.92145  -0.87
O: -0.83731 -0.92726 -1.53954  -0.63
H: 1.30717 1.61774 -0.84673  0.37
H: -1.68042 1.51061 0.53244  0.30
H: -1.53390 0.35951 1.94366  0.35
N: 0.12946 0.49095 0.68862  -0.08
H: 0.02339 -1.60122 1.09846  0.28
C: 0.51233 0.88835 -0.69354  -0.57

Atomic forces in eV per Å
H 0.215 0.845 0.404
C -6.835 -0.677 -2.056
C 1.256 -0.526 0.548
H -1.926 0.948 1.361
H 0.163 -0.505 -0.073
H -0.037 0.741 0.687
H 1.099 -0.551 0.935
C 1.321 -0.716 -3.157
O 3.895 1.861 -0.387
H -0.219 0.113 0.072
H -0.230 -0.376 0.622
H -0.309 0.148 1.322
N 0.724 1.108 -2.278
H 0.122 0.065 -0.269
C 0.759 -2.480 2.270

Results
Multiplicity: 1
Maximum force: 7.17 eV Å⁻¹
Kohn-Sham gap: 8.424 eV
HOMO energy: -8.5 eV